Below is a structure of composition C37H30AsCrNO4P2S5, with properties calculated with ωB97M-V/def2-TZVPD.

Atoms and positions in Å:
Cr 1.3833 -1.7789 -1.9499
O 0.1701 -2.3343 -3.7161
S 0.6582 -1.1669 -4.4844
O 0.9637 -1.3792 -5.8623
O 1.7488 -0.5959 -3.6424
C -0.6572 0.0188 -4.3931
C -1.2614 0.4150 -5.5766
C -2.3449 1.2776 -5.5394
C -2.8231 1.7263 -4.3185
C -2.2097 1.3235 -3.1434
C -1.1103 0.4707 -3.1540
P -0.3302 -0.0238 -1.5355
C 0.0144 1.7096 -0.9822
C -1.0491 2.4878 -0.2541
C -0.3916 4.9607 -0.5558
C 0.6388 4.8210 -1.3920
C 1.1597 3.6545 -2.1169
C 0.9206 2.3499 -1.9692
C -1.8412 -0.8169 -0.8201
C -2.5677 -0.5447 0.3324
C -3.6269 -1.3595 0.7174
C -3.9758 -2.4627 -0.0386
C -3.2557 -2.7499 -1.1908
C -2.2042 -1.9407 -1.5741
H -0.8717 0.0377 -6.5095
H -2.8183 1.5913 -6.4594
H -3.6766 2.3895 -4.2782
H -2.6045 1.6728 -2.1993
H -1.9067 1.8883 0.0184
H -0.5526 5.9508 -0.1436
H 1.2041 5.7285 -1.5819
H 1.8902 3.9063 -2.8773
H 1.4640 1.6696 -2.6235
H -2.3124 0.2769 0.9776
H -4.1653 -1.1276 1.6264
H -4.7917 -3.1020 0.2691
H -3.4978 -3.6157 -1.7888
H -1.6385 -2.2035 -2.4627
S 3.1166 -4.1866 0.9217
As 3.9742 -2.9919 -0.6758
S 2.9402 -3.4289 -2.5855
S 3.0273 -0.9535 -0.6940
S 6.0582 -2.9597 -0.6786
O 0.2424 -4.1461 -1.5460
N 0.5314 -3.0531 -0.6799
C 0.3156 -3.4453 0.5352
C 0.0544 -2.8884 1.9096
C -0.4386 -3.9143 2.7303
C -0.8440 -3.6941 4.0330
C -0.7585 -2.4198 4.5683
C -0.2464 -1.3976 3.7897
C 0.1575 -1.6027 2.4728
P 0.8937 -0.2576 1.5002
C 2.3325 0.1677 2.5428
C 3.2549 -0.8414 2.8071
C 4.4018 -0.5639 3.5279
C 4.6459 0.7249 3.9883
C 3.7280 1.7295 3.7330
C 2.5703 1.4503 3.0168
C -0.0217 1.3046 1.6897
C -0.8095 1.9128 2.5863
C -1.4447 3.2491 2.4235
C -1.6690 4.0886 1.3917
C -1.3876 3.9379 -0.0993
C 0.1957 2.1055 0.4631
H 1.1387 -4.3583 -1.9185
H 0.0627 -4.5035 0.5404
H -0.4977 -4.9167 2.3307
H -1.2157 -4.5184 4.6252
H -1.0612 -2.2290 5.5895
H -0.1132 -0.4137 4.2206
H 3.1027 -1.8499 2.4408
H 5.1151 -1.3582 3.6998
H 5.5527 0.9432 4.5362
H 3.9078 2.7366 4.0862
H 1.8592 2.2472 2.8291
H -1.0111 1.4396 3.5402
H -1.8035 3.6338 3.3742
H -2.1598 5.0202 1.6591
H -2.3326 4.1563 -0.6198
H 0.9042 2.9199 0.5866

Strongest force on any atom (eV/Å): 1.57
HOMO level (alpha / beta) (eV): -4.312 / -4.327
Net charge: -1
Calculated total energy (hartree): -7737.538134
<S²>: 0.804
LUMO (alpha / beta) (Eh): 0.051 / 0.061
Orbital gap (alpha / beta) (eV): 5.695 / 5.989
2S+1: 2
M (g mol⁻¹): 901.9

***

Below is a structure of composition C6H10ClN4O, with properties calculated with ωB97M-V/def2-TZVPD.

Atoms and positions in Å:
C -1.5626 0.2641 -0.1274
C 0.1299 1.2650 0.0728
C -1.2167 -1.0318 0.2318
C -2.9564 0.9450 -0.0394
C 1.1464 -0.8566 -0.3224
C 2.5763 1.2730 0.1122
N 1.1666 0.5513 -0.0025
N 0.1052 -1.5040 0.3042
N -2.2059 -1.9443 0.5302
N -2.9284 2.1903 -0.4657
O -3.9188 0.2732 0.2378
Cl 0.2526 2.8332 0.5320
H 1.0830 -0.9123 -1.3775
H 2.1907 -1.1112 -0.1142
H 2.7869 1.2890 1.2271
H 3.4354 0.8670 -0.5214
H 2.4193 2.3316 -0.1706
H 0.3295 -2.4389 0.6035
H -3.0702 -1.5121 0.5553
H -2.2511 -2.8824 0.2583
H -2.1198 2.7562 -0.6278
H -3.7768 2.7667 -0.5558

Strongest force on any atom (eV/Å): 5.75
HOMO level (eV): -12.480
Net charge: +1
Calculated total energy (hartree): -988.765537
LUMO (Eh): -0.138
Orbital gap (eV): 8.727
M (g mol⁻¹): 189.6

***

Below is a structure of composition C5H8O4, with properties calculated with ωB97M-V/def2-TZVPD.

Atoms and positions in Å:
C 2.6699 0.0599 -0.3505
C 1.4384 -0.6182 0.1275
C 0.2087 -0.5301 -0.8016
C -1.6571 -0.2057 -0.0133
C -0.6914 0.7253 -0.7036
H 3.1745 -0.2638 -1.2480
H 2.5055 1.1334 -0.4075
H 3.3850 -0.0347 0.5243
H 1.4968 -1.6947 0.2087
H 1.0143 0.8363 1.3874
H 0.4411 -0.8015 -1.8359
H -1.1398 1.0423 -1.6367
H -0.9251 2.2809 0.3614
O 1.0646 -0.1720 1.4115
O -0.8577 -1.3133 -0.2519
O -2.7388 -0.2120 0.4802
O -0.1886 1.8115 -0.0029

Strongest force on any atom (eV/Å): 2.48
HOMO level (eV): -10.324
Net charge: 0
Calculated total energy (hartree): -496.250232
LUMO (Eh): 0.017
Orbital gap (eV): 10.789
M (g mol⁻¹): 132.1

***

Below is the molecule C2H6N4O, with properties calculated with ωB97M-V/def2-TZVPD.

Atoms and positions in Å:
H -1.1184 1.9178 -0.4240
N -1.7714 1.0098 -0.4739
C -0.9361 0.1319 0.0096
N -1.4145 -1.1889 0.0349
N 0.2859 0.2418 0.3122
N 0.9137 1.4024 0.2784
C 1.1231 -0.8499 -0.0176
O 2.3482 -0.4637 -0.4653
H -2.2649 -1.3854 -0.1322
H -1.0246 -2.0949 0.5819
H 1.6273 1.4929 0.9899
H 1.5039 1.6229 -0.7040
H 0.7277 -1.8366 0.0100

Strongest force on any atom (eV/Å): 10.08
HOMO level (eV): -9.239
Net charge: 0
SMILES string: [H]/N=C(/N)N(N)C=O
Calculated total energy (hartree): -373.937547
LUMO (Eh): 0.006
Orbital gap (eV): 9.402
M (g mol⁻¹): 102.1

***

Below is a cluster of 2 separate species, H6NO in total, with properties calculated with ωB97M-V/def2-TZVPD.

Atoms and positions in Å:
O 2.0636 -0.2597 -3.2212
H 2.9840 -0.3701 -2.8911
H 2.1111 0.5061 -3.8372
N -1.4319 0.0247 1.9900
H -2.4020 -0.1972 1.6950
H -1.1297 -0.6474 2.7210
H -1.3981 0.9894 2.3716
H -0.7969 -0.0457 1.1719

Strongest force on any atom (eV/Å): 1.17
HOMO level (eV): -13.855
Net charge: +1
Calculated total energy (hartree): -133.319656
LUMO (Eh): -0.174
Orbital gap (eV): 9.121
M (g mol⁻¹): 36.1

***

Below is the molecule C4H3FO2S, with properties calculated with ωB97M-V/def2-TZVPD.

Atoms and positions in Å:
O 2.5073 0.6196 -0.6346
C 1.4335 0.3545 -0.0621
O 0.8470 1.2110 0.7209
C -0.5492 1.0279 0.9260
C -1.2339 0.0511 0.5150
F -2.5580 0.0737 0.8070
C -0.9394 -1.2561 -0.2730
S 0.4912 -0.9244 -0.9563
H -1.1642 1.7893 1.2955
H -1.8426 -1.1504 -0.9836
H -0.9315 -2.2214 0.4000

Strongest force on any atom (eV/Å): 6.83
HOMO level (eV): -9.734
Net charge: 0
SMILES string: O=C1OC=C(F)CS1
Calculated total energy (hartree): -802.662527
LUMO (Eh): 0.015
Orbital gap (eV): 10.144
M (g mol⁻¹): 134.1